1.
Entry from the OMol25 dataset: C29H70InNO15P3 as an isolated structure in a non-equilibrium geometry (wB97M-V/def2-TZVPD).

Each line ends with the Mulliken charge.
Positions of all 119 atoms, in Å:
1 In -5.09 0.70 -1.86  0.974
2 P 4.83 6.11 -0.32  1.110
3 P -4.58 -4.52 2.73  1.121
4 P 5.78 -1.60 0.61  1.274
5 O 4.52 6.82 -1.72  -0.339
6 O 6.86 -2.68 1.14  -0.354
7 O 0.29 -0.57 -1.40  -0.360
8 O -5.43 -4.80 1.57  -0.754
9 O 6.56 -0.23 0.90  -0.415
10 O -6.62 -2.00 -3.71  -0.481
11 O 4.92 -2.21 -0.41  -0.753
12 O 3.67 6.74 0.61  -0.296
13 O 5.98 5.70 0.50  -0.742
14 O -0.96 -0.41 0.42  -0.577
15 O 4.09 4.75 -0.78  -0.461
16 O -5.58 -4.29 3.98  -0.428
17 O -3.87 -5.89 3.22  -0.349
18 O -3.54 -3.44 3.28  -0.395
19 O 4.88 -1.45 1.94  -0.429
20 N -8.26 -1.25 0.27  -0.701
21 C -5.24 0.00 -4.00  -0.797
22 C -2.00 1.45 -2.20  -0.383
23 C 3.14 -3.08 2.34  -1.131
24 C 7.59 -3.48 0.21  -0.308
25 C -3.34 2.13 -1.85  -1.409
26 C 5.33 7.89 -2.25  -0.261
27 C -1.83 -6.27 1.93  -0.625
28 C -2.63 -2.73 2.41  -0.340
29 C -3.24 -6.73 2.26  -0.382
30 C 3.47 -1.67 1.90  -0.168
31 C -1.01 1.46 -1.00  -0.500
32 C -0.58 0.09 -0.59  0.487
33 C 0.59 -2.99 -1.30  -0.562
34 C 6.39 0.52 -1.45  -0.965
35 C 7.16 0.56 -0.14  -0.430
36 C 4.67 3.47 -0.55  -0.252
37 C 8.79 -2.74 -0.34  -0.868
38 C -7.70 -5.48 3.97  -1.114
39 C -8.30 -0.26 -0.82  0.309
40 C 4.12 2.84 0.72  -0.781
41 C -7.85 1.12 -0.30  -0.785
42 C 4.00 7.71 1.60  -0.329
43 C -6.88 1.87 -1.23  -1.187
44 C -6.99 -4.15 3.77  -0.136
45 C 6.80 7.77 -1.91  -1.113
46 C 4.10 9.11 1.01  -0.913
47 C -6.58 -0.68 -4.26  -0.608
48 C -3.19 -2.44 1.04  -0.190
49 C -0.23 -1.83 -1.87  -0.150
50 H 4.40 2.85 -1.41  0.283
51 H -8.76 1.73 -0.21  0.204
52 H 7.19 1.58 0.23  0.368
53 H -1.52 2.05 -2.98  0.263
54 H -7.39 2.28 -2.11  0.303
55 H 4.99 9.19 0.37  0.167
56 H -1.28 -1.94 -1.60  0.214
57 H -9.33 -0.20 -1.16  0.283
58 H 2.07 -3.28 2.22  0.268
59 H -4.40 -0.68 -4.22  0.273
60 H -7.37 -0.08 -3.79  0.194
61 H 4.65 1.91 0.95  0.166
62 H 7.19 6.81 -2.24  0.338
63 H -7.49 -1.06 0.90  0.181
64 H 3.23 9.33 0.40  0.259
65 H 9.43 -3.41 -0.92  0.415
66 H 9.38 -2.30 0.47  0.255
67 H -8.75 -5.39 3.71  0.374
68 H -2.13 0.45 -2.62  0.237
69 H 4.93 8.85 -1.91  0.270
70 H -7.68 -0.59 -1.66  -0.177
71 H -0.19 -1.81 -2.96  0.464
72 H 5.76 3.54 -0.53  0.270
73 H -6.81 -0.71 -5.33  0.411
74 H -2.51 -1.84 0.45  -0.377
75 H -7.34 -3.43 4.51  0.341
76 H 6.38 -0.49 -1.88  0.429
77 H -1.85 -5.33 1.36  -0.083
78 H 7.91 -4.36 0.75  0.336
79 H 6.85 1.19 -2.18  0.453
80 H 4.23 3.52 1.56  0.314
81 H -1.31 -7.01 1.32  0.428
82 H 8.19 0.24 -0.28  0.296
83 H 6.93 -3.81 -0.60  0.281
84 H -7.46 1.04 0.72  0.498
85 H -3.59 2.85 -2.63  0.325
86 H -0.14 2.07 -1.25  0.271
87 H -8.20 -2.19 -0.10  0.236
88 H -1.26 -6.09 2.84  0.258
89 H 4.92 7.44 2.11  0.293
90 H -7.20 -3.74 2.79  0.201
91 H 7.36 8.57 -2.40  0.385
92 H 5.20 7.86 -3.33  0.329
93 H -3.32 2.62 -0.87  0.395
94 H -4.76 -0.72 -0.84  -0.501
95 H -5.15 0.86 -4.67  0.307
96 H -3.20 -7.73 2.70  0.330
97 H -6.33 -2.61 -4.39  0.282
98 H -2.39 -1.79 2.92  0.329
99 H 3.02 -0.96 2.60  0.329
100 H 3.39 -3.22 3.39  0.358
101 H 4.19 9.85 1.80  0.408
102 H -7.24 -6.26 3.36  0.280
103 H -3.84 -6.80 1.35  0.290
104 H 1.02 -3.61 -2.08  0.326
105 H -1.48 1.89 -0.12  0.323
106 H -7.62 -5.80 5.01  0.277
107 H 3.06 -1.45 0.92  0.211
108 H 3.70 -3.82 1.77  0.283
109 H 8.48 -1.92 -1.00  0.130
110 H 1.39 -2.58 -0.69  -0.079
111 H 3.06 2.63 0.60  0.205
112 H -4.13 -1.89 1.13  0.382
113 H -6.50 2.73 -0.68  0.389
114 H 3.19 7.68 2.33  0.339
115 H -1.69 -3.29 2.35  0.211
116 H -3.39 -3.37 0.50  0.406
117 H 6.97 7.84 -0.84  0.334
118 H -0.01 -3.63 -0.65  0.074
119 H 5.35 0.82 -1.29  0.137

- Lowest unoccupied orbital energy: 0.06475 hartree
- Net charge: -1
- Frontier orbital gap: 5.975 eV
- 2S+1: 1
- HOMO energy: -4.213 eV

2.
Entry from the OMol25 dataset: a 5-piece molecular cluster, C29H70NO7P2S overall in a non-equilibrium geometry (wB97M-V/def2-TZVPD).

Each line ends with the Mulliken charge.
Positions of all 110 atoms, in Å:
1 S 3.77 2.09 2.59  -0.281
2 P -0.78 1.71 6.12  0.243
3 P 2.30 1.18 1.82  0.390
4 O -4.19 5.55 0.04  -0.558
5 O -5.09 2.52 1.49  -0.420
6 O 5.09 -4.16 -4.45  -0.460
7 O -3.96 -1.88 1.69  -0.598
8 O -3.80 8.97 -0.94  -0.474
9 O 0.09 2.89 6.30  -0.605
10 O 6.81 -6.31 -5.30  -0.523
11 N 1.37 0.16 3.03  0.137
12 C 4.18 -3.20 -4.95  -0.611
13 C -2.34 -0.42 3.74  -0.628
14 C 3.07 -3.81 -5.80  -0.743
15 C 1.47 -4.43 -3.88  -0.348
16 C -0.22 4.62 1.83  -1.051
17 C 1.22 0.80 4.42  -1.190
18 C -4.03 5.75 -1.37  -0.603
19 C -3.87 -0.46 1.66  -0.487
20 C -0.19 -0.81 1.24  0.315
21 C 0.83 -1.83 0.70  -1.243
22 C -1.05 0.41 3.43  4.358
23 C -1.84 2.99 3.07  -1.488
24 C -3.64 0.03 3.08  -0.918
25 C -0.01 -0.48 2.71  -2.539
26 C 1.20 -5.56 -2.88  -0.709
27 C -0.99 4.27 0.55  1.031
28 C 7.23 -6.24 -6.65  -0.580
29 C -0.26 0.60 4.75  -0.913
30 C 4.90 -4.61 -3.12  -0.609
31 C 1.40 -4.34 0.63  -1.259
32 C -0.72 4.03 3.18  -0.809
33 C 0.40 -5.11 -1.65  -0.447
34 C 2.24 -4.89 -5.11  -0.905
35 C -2.71 9.77 -1.40  -0.547
36 C -4.70 2.83 0.16  -0.092
37 C -1.36 1.64 2.53  -0.508
38 C 1.02 -5.50 -0.29  -0.938
39 C 0.31 -3.27 0.82  -0.359
40 C -0.12 4.34 -0.71  -1.829
41 H -2.92 10.02 -2.43  0.230
42 H -1.18 -1.28 1.18  -0.134
43 H -3.01 5.46 -1.61  0.184
44 H -3.65 -2.25 0.85  0.353
45 H -0.49 -3.40 0.09  0.310
46 H 0.89 3.96 -0.52  0.432
47 H -0.61 -5.52 -1.71  0.371
48 H -3.63 8.74 -0.02  0.275
49 H 3.78 -2.59 -4.13  0.370
50 H 0.01 -1.44 3.24  0.876
51 H 3.52 -4.21 -6.71  0.386
52 H -2.50 -0.40 4.82  0.468
53 H 6.13 -5.64 -5.16  0.414
54 H -3.07 -0.14 0.98  0.304
55 H -0.24 0.09 0.62  0.395
56 H -4.18 6.80 -1.62  0.314
57 H -2.18 -1.47 3.48  0.231
58 H 0.51 -4.01 -4.19  0.438
59 H -3.75 1.12 3.10  0.235
60 H -1.81 4.99 0.42  0.285
61 H 1.55 1.83 4.41  0.654
62 H 4.15 -4.01 -2.60  0.217
63 H -0.32 -0.39 5.24  0.868
64 H 8.00 -7.00 -6.79  0.252
65 H 6.41 -6.45 -7.35  0.245
66 H -0.02 5.36 -1.09  0.336
67 H 2.15 -5.99 -2.57  0.273
68 H 0.84 4.38 1.69  0.439
69 H -1.45 3.28 0.59  -0.597
70 H -2.15 1.94 5.91  0.089
71 H -0.24 5.71 1.92  0.422
72 H 2.90 -5.73 -4.84  0.356
73 H 0.13 3.58 3.68  -0.050
74 H 1.94 -6.06 -0.49  0.467
75 H 0.37 -6.19 0.25  0.380
76 H -4.47 -0.37 3.67  0.552
77 H 1.53 -5.29 -5.84  0.491
78 H 1.78 -1.77 1.25  0.551
79 H 2.32 -3.87 0.25  0.395
80 H 7.66 -5.26 -6.90  0.245
81 H -2.37 2.89 4.02  0.827
82 H 1.99 -3.62 -3.36  0.138
83 H 2.56 0.17 0.90  0.089
84 H -2.60 3.37 2.38  0.380
85 H -5.48 2.56 -0.56  0.461
86 H 5.85 -4.54 -2.59  0.370
87 H -0.81 0.82 7.21  0.143
88 H -5.09 5.81 0.27  0.275
89 H 4.58 -5.66 -3.11  0.217
90 H 0.66 -6.35 -3.41  0.228
91 H -4.79 -0.01 1.29  0.396
92 H 2.02 -0.62 3.15  0.644
93 H 1.05 -1.62 -0.34  0.091
94 H -0.48 1.86 1.94  -0.646
95 H -4.44 3.88 0.05  -0.145
96 H 0.28 -4.02 -1.70  0.302
97 H -0.15 -3.39 1.81  0.518
98 H -5.87 3.03 1.71  0.256
99 H 4.77 -2.52 -5.58  0.351
100 H -2.09 1.28 1.81  -0.387
101 H -0.54 3.73 -1.52  0.410
102 H 1.65 -4.75 1.61  0.351
103 H 1.27 1.93 1.26  0.099
104 H -2.62 10.70 -0.83  0.275
105 H -4.72 5.13 -1.94  0.325
106 H -1.03 4.83 3.85  0.550
107 H 2.41 -2.99 -6.11  0.344
108 H -3.82 2.23 -0.06  0.143
109 H -1.76 9.23 -1.35  0.229
110 H 1.85 0.21 5.08  0.242

- Lowest unoccupied orbital energy: -0.10429 hartree
- Net charge: +1
- Frontier orbital gap: 8.228 eV
- 2S+1: 1
- HOMO energy: -11.066 eV

3.
Entry from the OMol25 dataset: a 10-piece molecular cluster, C29H71Cl2N7O15P2 overall in a non-equilibrium geometry (wB97M-V/def2-TZVPD).

Each line ends with the Mulliken charge.
Positions of all 126 atoms, in Å:
1 Cl -10.37 0.94 -0.33  -0.198
2 Cl -10.48 -3.23 0.75  -0.196
3 P -4.11 8.32 -0.77  1.052
4 P 3.04 -6.13 7.73  0.992
5 O 3.62 6.65 6.11  -0.655
6 O 2.10 -5.60 8.94  -0.342
7 O 3.48 -7.56 8.28  -0.266
8 O 2.71 -7.16 -4.30  -0.660
9 O -1.98 -0.34 -0.40  -0.629
10 O -5.19 8.11 -2.01  -0.331
11 O -4.20 9.95 -0.48  -0.252
12 O 10.08 -1.36 2.04  -0.638
13 O 4.19 -5.28 7.34  -0.659
14 O -4.77 7.67 0.56  -0.318
15 O 1.97 -6.35 6.47  -0.302
16 O -2.80 7.76 -1.14  -0.685
17 O -5.38 -3.06 6.03  -0.630
18 O -3.38 -5.87 -10.27  -0.602
19 O 3.58 5.09 -8.05  -0.668
20 N -5.00 -2.07 4.07  -0.191
21 N 3.18 8.69 7.05  -0.218
22 N 2.78 -6.37 -6.40  -0.185
23 N -1.10 1.69 -0.25  -0.196
24 N -2.09 -4.32 -9.34  -0.198
25 N 9.41 -3.07 3.37  -0.182
26 N 2.89 2.95 -7.84  -0.189
27 C 4.73 -7.76 8.85  -0.641
28 C -2.75 -4.02 -8.10  -0.849
29 C 2.97 -4.75 -4.61  -0.994
30 C 4.26 3.59 -9.74  -0.867
31 C -0.14 1.40 0.87  -0.850
32 C -3.33 10.55 0.44  -0.677
33 C -5.13 -3.16 4.84  0.673
34 C 2.83 7.57 6.40  0.700
35 C -5.19 8.99 -3.11  -0.631
36 C -10.75 -0.50 0.63  -0.387
37 C -6.04 8.14 0.99  -0.669
38 C -5.05 -4.57 4.26  -0.940
39 C -9.99 -1.69 0.04  -0.431
40 C 4.53 8.97 7.65  -0.823
41 C 2.52 -6.61 5.15  -0.585
42 C 2.24 3.06 -6.56  -0.834
43 C 2.91 -6.19 -5.10  0.668
44 C 1.42 7.51 5.88  -0.897
45 C -1.94 0.80 -0.77  0.713
46 C 10.74 -3.61 3.41  -0.841
47 C 7.66 -1.70 2.49  -0.907
48 C -2.44 -5.15 -10.33  0.635
49 C 2.68 -7.73 -6.96  -0.834
50 C 1.18 -4.53 8.69  -0.594
51 C -3.06 1.35 -1.57  -1.068
52 C 9.17 -1.96 2.63  0.685
53 C 3.52 3.90 -8.44  0.626
54 C -1.58 -5.12 -11.58  -0.932
55 C -5.17 -0.70 4.51  -0.813
56 H -5.03 -0.63 5.59  0.304
57 H 10.77 -4.33 4.23  0.348
58 H 5.02 9.61 6.92  0.304
59 H 1.15 -4.29 7.62  0.296
60 H 2.53 9.45 6.89  0.205
61 H 0.87 6.61 6.16  0.269
62 H 7.50 -0.62 2.45  0.288
63 H 7.22 -2.19 3.35  0.278
64 H -10.41 -0.36 1.65  0.289
65 H 4.74 -7.31 9.84  0.285
66 H 0.76 1.93 0.56  0.329
67 H 1.44 -3.59 9.17  0.255
68 H -1.99 -3.59 -7.44  0.312
69 H 2.45 -7.66 -8.02  0.339
70 H 0.13 0.35 0.95  0.296
71 H 5.56 -7.46 8.20  0.298
72 H -5.04 8.36 -3.98  0.254
73 H 1.54 7.28 4.82  0.266
74 H -2.11 -4.98 -12.53  0.283
75 H -4.86 -4.63 3.19  0.313
76 H 1.62 3.96 -6.50  0.279
77 H 8.59 -3.56 3.72  0.196
78 H -2.68 2.02 -2.35  0.360
79 H -4.16 -5.02 4.70  0.254
80 H -5.95 8.09 2.07  0.282
81 H -11.84 -0.56 0.60  0.311
82 H -3.51 -3.24 -8.17  0.280
83 H -3.50 11.62 0.46  0.240
84 H 3.79 4.11 -10.57  0.239
85 H -2.32 10.27 0.12  0.318
86 H -5.93 -5.17 4.50  0.261
87 H -3.21 -4.88 -7.62  0.297
88 H -4.58 9.89 -3.03  0.304
89 H -4.41 -0.09 4.02  0.291
90 H -4.76 -2.13 3.09  0.228
91 H 2.84 2.05 -8.30  0.257
92 H 2.89 -5.56 -7.00  0.235
93 H -0.46 1.77 1.84  0.265
94 H 4.57 9.42 8.64  0.276
95 H 0.24 -4.94 9.03  0.244
96 H -10.08 -1.80 -1.04  0.324
97 H 5.13 8.06 7.61  0.321
98 H 4.83 -8.84 8.98  0.243
99 H 2.99 3.08 -5.76  0.269
100 H -6.28 9.17 0.72  0.319
101 H 5.26 3.97 -9.54  0.250
102 H -3.55 10.22 1.45  0.273
103 H -1.18 -6.13 -11.69  0.241
104 H 1.66 2.14 -6.42  0.326
105 H -0.79 -4.37 -11.64  0.304
106 H 11.51 -2.88 3.70  0.268
107 H -6.15 -0.34 4.19  0.252
108 H -6.86 7.46 0.74  0.267
109 H -8.93 -1.53 0.27  0.287
110 H 3.47 -4.07 -5.31  0.343
111 H 7.23 -2.04 1.55  0.230
112 H -6.21 9.36 -3.24  0.253
113 H 3.51 -4.71 -3.67  0.297
114 H 1.97 -4.40 -4.34  0.243
115 H 11.02 -4.11 2.49  0.275
116 H 0.93 8.48 5.98  0.252
117 H 4.35 2.51 -9.83  0.311
118 H -1.28 -3.77 -9.56  0.228
119 H -1.05 2.60 -0.68  0.229
120 H 2.84 -5.66 4.73  0.258
121 H -3.63 0.53 -2.01  0.294
122 H 1.83 -8.28 -6.56  0.275
123 H 1.73 -7.09 4.57  0.241
124 H 3.33 -7.33 5.22  0.276
125 H -3.69 1.94 -0.91  0.258
126 H 3.62 -8.28 -6.88  0.273

- Lowest unoccupied orbital energy: 0.00224 hartree
- Net charge: 0
- Frontier orbital gap: 9.502 eV
- Structure (SMILES): COP(=O)(OC)OC.COP(=O)(OC)OC.CNC(C)=O.CNC(C)=O.CNC(C)=O.CNC(C)=O.CNC(C)=O.CNC(C)=O.CNC(C)=O.ClCCCl
- 2S+1: 1
- HOMO energy: -9.441 eV

4.
Entry from the OMol25 dataset: a 8-piece molecular cluster, C29H71F4NO11P3 overall in a non-equilibrium geometry (wB97M-V/def2-TZVPD).

Each line ends with the Mulliken charge.
Positions of all 119 atoms, in Å:
1 P -3.99 -1.03 -0.35  0.997
2 P 0.55 -2.38 1.06  0.646
3 P -0.13 2.52 2.74  -0.063
4 F 2.65 1.99 -1.32  -0.269
5 F 2.93 3.35 2.09  -0.205
6 F 4.25 1.82 1.03  -0.233
7 F 1.53 3.73 -0.45  -0.251
8 O -2.42 6.63 -7.10  -0.509
9 O 6.86 1.32 -0.66  -0.522
10 O 1.71 -6.41 0.58  -0.490
11 O -3.73 3.06 6.42  -0.462
12 O -4.21 -2.29 0.77  -0.447
13 O -1.16 -3.73 -1.76  -0.367
14 O 6.15 -7.02 -0.98  -0.484
15 O -1.66 3.34 -2.60  -0.395
16 O -4.44 0.48 0.26  -0.208
17 O -4.95 -1.34 -1.52  -0.786
18 O 2.04 -2.73 0.78  -0.579
19 N 1.16 1.55 0.46  0.601
20 C 3.35 2.88 0.85  0.159
21 C -1.40 0.33 -0.65  -1.472
22 C -2.89 3.07 -3.28  -0.096
23 C -0.87 0.28 0.84  0.375
24 C 7.02 -5.48 -2.62  -1.092
25 C 6.78 -5.76 -1.15  -0.129
26 C -1.03 -5.14 -1.93  -0.399
27 C -5.87 0.40 0.60  -0.449
28 C -2.84 3.63 -4.69  -1.163
29 C -0.22 7.18 -6.28  -0.950
30 C 2.12 2.51 -0.11  0.303
31 C -0.22 4.42 2.50  -0.986
32 C 3.10 -6.69 0.42  -0.060
33 C -1.78 0.59 4.22  -0.859
34 C 0.47 -0.51 1.19  -0.282
35 C -1.03 6.35 -7.25  -0.242
36 C 0.14 -5.45 -2.85  -1.085
37 C 6.56 0.06 -1.25  -0.177
38 C 5.58 0.24 -2.39  -0.598
39 C -2.27 -0.94 -1.10  0.602
40 C -2.61 3.77 8.44  -1.012
41 C 1.63 0.30 0.50  -0.539
42 C -3.20 4.19 7.11  -0.223
43 C -6.31 1.72 1.40  -0.969
44 C -1.64 2.12 3.79  -0.030
45 C 3.91 -5.87 1.40  -0.978
46 C -2.98 -2.68 1.43  1.435
47 C -3.28 -3.70 2.64  -1.319
48 C -0.23 1.76 1.00  -0.654
49 H 0.26 -6.53 -2.98  0.362
50 H -2.32 -3.84 3.23  0.297
51 H -3.37 3.30 9.07  0.317
52 H 3.61 -6.10 2.43  0.310
53 H -1.36 0.47 5.27  0.417
54 H 7.49 -4.51 -2.77  0.303
55 H 6.12 -5.00 -0.72  0.222
56 H -2.00 3.19 -5.24  0.293
57 H 6.15 -0.60 -0.49  0.215
58 H -2.67 4.71 -4.67  0.295
59 H -2.19 4.62 8.97  0.339
60 H 6.73 -7.69 -1.35  0.273
61 H -1.82 3.03 8.29  0.261
62 H -0.75 6.57 -8.29  0.312
63 H -3.99 4.93 7.25  0.310
64 H -6.26 2.58 0.66  0.278
65 H -2.41 -0.84 -2.23  0.531
66 H -1.55 4.30 -2.57  0.252
67 H 0.64 -0.27 2.30  0.410
68 H -3.03 1.99 -3.30  0.203
69 H 7.50 -0.37 -1.62  0.307
70 H -1.22 -0.13 3.55  0.091
71 H 0.85 6.97 -6.39  0.313
72 H 1.07 -5.05 -2.43  0.214
73 H -3.71 3.52 -2.71  0.295
74 H -6.05 -0.50 1.26  0.343
75 H -2.55 7.57 -7.27  0.295
76 H -4.14 -3.36 3.29  0.359
77 H 2.62 -0.09 0.13  0.687
78 H -1.77 -1.94 -0.94  -0.957
79 H -1.53 2.72 4.76  0.058
80 H -2.33 -3.27 0.70  -0.205
81 H 4.65 0.69 -2.04  -0.093
82 H 4.98 -6.07 1.29  0.324
83 H 3.39 -6.45 -0.61  0.137
84 H 7.65 -6.26 -3.06  0.340
85 H -0.38 8.25 -6.45  0.333
86 H 0.25 -2.94 2.34  0.072
87 H -1.96 -5.53 -2.35  0.329
88 H -2.57 2.55 3.28  0.318
89 H -6.48 0.37 -0.35  0.311
90 H -0.88 5.29 -7.07  0.235
91 H 5.99 0.91 -3.15  0.311
92 H 6.07 -5.50 -3.17  0.291
93 H -2.89 0.36 4.28  0.225
94 H -2.42 4.64 6.48  0.236
95 H 1.58 -5.47 0.42  0.172
96 H -2.07 1.24 -0.80  0.315
97 H 7.72 -5.76 -0.60  0.301
98 H -7.38 1.54 1.72  0.362
99 H -1.78 0.19 1.50  0.296
100 H -1.31 -3.34 -2.63  0.212
101 H 0.26 4.76 1.54  0.261
102 H -3.54 -4.73 2.22  0.355
103 H 3.74 -4.80 1.25  0.198
104 H -4.41 2.68 6.98  0.273
105 H -3.77 3.42 -5.22  0.365
106 H 0.19 4.93 3.43  0.366
107 H -2.40 -1.82 1.90  -0.498
108 H -0.88 -5.59 -0.95  0.322
109 H -0.54 0.46 -1.40  0.450
110 H 6.03 1.69 -0.33  0.246
111 H 3.93 3.72 0.35  0.344
112 H -1.32 4.72 2.44  0.373
113 H -0.82 2.55 0.42  0.479
114 H 3.26 -7.75 0.58  0.317
115 H 0.00 -4.98 -3.83  0.415
116 H -0.51 6.97 -5.25  0.226
117 H -0.20 -2.95 -0.02  -0.104
118 H -5.64 1.91 2.30  0.172
119 H 5.35 -0.72 -2.86  0.329

- Energy relative to the best compared isomer or geometry (same formula, charge and spin): 0.0 kJ/mol
- Lowest unoccupied orbital energy: -0.17844 hartree
- Net charge: +1
- Frontier orbital gap: 6.557 eV
- 2S+1: 1
- HOMO energy: -11.413 eV